Arrangement a

Computed, not measured: the molecule C5H12N2O, with wB97M-V/def2-TZVPD.

Computed properties:
Molecular weight, g mol⁻¹: 116.164
HOMO level, hartree: -0.31999
SMILES string: CNCCNC(C)=O
Total charge: 0

Geometry (Å):
C  -2.987  0.100  1.516
N  -1.657  0.738  1.763
C  -0.571  0.110  0.915
C  -0.158  1.060  -0.368
N  0.507  0.357  -1.417
C  1.479  -0.635  -1.137
C  2.137  -0.688  0.263
O  1.802  -1.267  -2.105
H  -3.488  0.578  0.616
H  -3.689  0.344  2.403
H  -2.926  -1.060  1.456
H  -1.732  1.705  1.579
H  -0.559  -0.954  0.631
H  0.213  0.286  1.687
H  0.487  1.925  -0.056
H  -0.981  1.720  -0.623
H  0.136  0.336  -2.341
H  2.829  -1.468  0.327
H  1.422  -0.940  1.008
H  2.523  0.313  0.599


Arrangement b

Computed, not measured: a cluster of 2 separate species, C5H12N2O in total, with wB97M-V/def2-TZVPD.

Computed properties:
Molecular weight, g mol⁻¹: 116.164
HOMO level, hartree: -0.27681
Total charge: 0

Geometry (Å):
C  -1.131  -0.484  -1.358
C  -0.659  -0.747  0.074
C  0.142  0.493  0.433
C  -0.371  1.842  0.451
C  1.138  0.159  1.559
N  1.587  0.307  0.158
N  -2.043  0.659  -1.294
H  -1.587  -1.360  -1.776
H  -0.238  -0.243  -1.968
H  -1.525  -0.804  0.737
H  -0.036  -1.631  0.153
H  -0.855  2.131  1.382
H  0.258  2.597  -0.011
H  1.514  0.961  2.191
H  1.048  -0.827  2.016
H  -2.278  1.031  -2.204
H  -1.462  1.526  -0.621
H  1.900  -0.638  -0.164
H  2.692  -2.720  -0.029
O  1.906  -2.252  0.272


Arrangement c

Computed, not measured: the molecule C5H12N2O, with wB97M-V/def2-TZVPD.

Computed properties:
Molecular weight, g mol⁻¹: 116.164
HOMO level, hartree: -0.33025
SMILES string: CN(CC=O)CCN
Total charge: 0

Geometry (Å):
C  -0.482  1.394  -1.413
N  -0.269  0.804  -0.096
C  0.670  1.612  0.620
C  0.868  1.252  2.092
O  1.611  1.982  2.704
C  0.245  -0.606  -0.135
C  -0.936  -1.565  -0.389
N  -0.318  -2.878  -0.395
H  -1.406  1.985  -1.334
H  0.389  1.892  -1.824
H  -0.801  0.632  -2.126
H  0.423  2.728  0.550
H  1.751  1.809  0.367
H  0.391  0.343  2.516
H  0.949  -0.792  -0.979
H  0.730  -0.796  0.827
H  -1.601  -1.475  0.508
H  -1.606  -1.359  -1.243
H  -0.951  -3.671  -0.508
H  0.341  -3.290  0.258


The data favor arrangement a; the next most stable structure lies 0.0130 hartree above it.


Arrangement a

Computed, not measured: a cluster of 2 separate species, C5H12N2O in total, with wB97M-V/def2-TZVPD.

Computed properties:
Molecular weight, g mol⁻¹: 116.164
HOMO level, hartree: -0.25492
Total charge: 0

Geometry (Å):
C  1.841  1.015  0.873
C  1.045  1.693  1.656
C  2.028  -0.642  -0.786
N  1.327  0.197  -0.163
H  2.925  1.018  0.997
H  -0.032  1.664  1.525
H  1.459  2.282  2.449
H  1.522  -1.305  -1.454
H  3.087  -0.717  -0.609
H  0.165  0.189  -0.344
C  -2.362  0.922  0.016
N  -1.287  0.155  -0.594
C  -1.429  -1.381  -0.382
O  -0.376  -1.994  -0.861
H  -3.344  0.489  -0.227
H  -2.335  1.965  -0.317
H  -2.251  0.913  1.102
H  -1.359  0.251  -1.596
H  -2.398  -1.652  -0.873
H  -1.592  -1.462  0.721


Arrangement b

Computed, not measured: a cluster of 3 separate species, C5H12N2O in total, with wB97M-V/def2-TZVPD.

Computed properties:
Molecular weight, g mol⁻¹: 116.164
HOMO level, hartree: -0.29152
Total charge: 0

Geometry (Å):
C  1.233  -0.351  2.068
N  1.567  -0.728  -0.889
C  1.600  0.614  -1.316
C  0.288  -1.313  -1.080
C  0.339  0.638  2.134
N  -2.480  -0.311  0.387
C  -2.457  0.804  -0.331
O  -1.899  1.842  0.067
H  1.252  -0.697  0.998
H  1.792  -0.920  2.795
H  2.617  0.815  -1.663
H  0.818  0.917  -2.022
H  1.468  1.378  -0.504
H  0.056  -1.349  -2.145
H  0.318  -2.373  -0.811
H  -0.518  -0.749  -0.493
H  -0.624  0.327  1.709
H  0.602  1.628  2.492
H  -3.024  -1.042  -0.067
H  -2.949  0.870  -1.329


The data favor arrangement a; the next most stable structure lies 0.1957 hartree above it.


Arrangement a

Computed, not measured: the molecule C3H6N2S2, with wB97M-V/def2-TZVPD.

Computed properties:
Molecular weight, g mol⁻¹: 134.229
HOMO level, hartree: -0.31841
SMILES string: N[C@H]1CN(S)C1=S
Total charge: 0

Geometry (Å):
N  1.259  1.325  -0.985
C  0.876  0.074  -0.357
C  0.173  0.210  1.024
N  -0.882  -0.574  0.419
S  -2.378  -1.341  1.021
C  -0.411  -0.552  -0.898
S  -0.930  -0.694  -2.412
H  0.245  1.873  -1.475
H  1.765  1.874  -0.196
H  1.759  -0.547  -0.324
H  -0.278  1.276  1.249
H  0.650  -0.317  1.855
H  -1.847  -2.607  1.080


Arrangement b

Computed, not measured: the molecule C3H6N2S2, with wB97M-V/def2-TZVPD.

Computed properties:
Molecular weight, g mol⁻¹: 134.229
HOMO level, hartree: -0.30356
SMILES string: CN(S)/C=N\C=S
Total charge: 0

Geometry (Å):
C  0.915  -0.492  1.174
N  0.415  -1.065  -0.105
S  1.309  -2.242  -0.904
C  -0.745  -0.630  -0.562
N  -1.585  0.247  -0.071
C  -1.482  1.512  0.486
S  -0.323  2.688  0.336
H  0.197  -0.519  2.003
H  1.853  -1.087  1.523
H  1.219  0.555  1.022
H  0.540  -3.367  -0.446
H  -1.107  -1.087  -1.494
H  -2.400  1.751  1.130


Arrangement c

Computed, not measured: the molecule C3H6N2S2, with wB97M-V/def2-TZVPD.

Computed properties:
Molecular weight, g mol⁻¹: 134.229
HOMO level, hartree: -0.30657
SMILES string: C=NS/C(C)=N/S
Total charge: 0

Geometry (Å):
C  2.100  -1.725  0.102
N  2.428  -0.526  -0.172
S  1.543  0.925  -0.064
C  -0.209  0.667  -0.063
C  -0.991  1.918  0.044
N  -0.674  -0.520  -0.098
S  -2.345  -0.792  -0.039
H  1.118  -2.115  0.448
H  2.960  -2.373  0.035
H  -0.330  2.784  0.176
H  -1.663  1.983  -0.848
H  -1.693  1.843  0.889
H  -2.243  -2.068  -0.410


The data favor arrangement c; the next most stable structure lies 0.0025 hartree above it.


Arrangement a

Computed, not measured: the molecule C3H6N2S2, with wB97M-V/def2-TZVPD.

Computed properties:
Molecular weight, g mol⁻¹: 134.229
HOMO level, hartree: -0.27438
Total charge: 0

Geometry (Å):
C  0.427  -1.153  -2.182
C  -0.094  -0.093  0.336
C  -0.501  1.033  1.090
N  -0.270  -2.142  -2.978
N  -1.481  -2.173  -3.080
S  -2.463  -1.306  -2.129
S  -0.690  -0.065  -1.226
H  1.179  -1.551  -1.503
H  1.099  -0.646  -2.954
H  0.558  -0.784  0.859
H  -1.282  1.524  0.362
H  0.248  1.702  1.373
H  -1.179  0.816  1.997


Arrangement b

Computed, not measured: the molecule C3H6N2S2, with wB97M-V/def2-TZVPD.

Computed properties:
Molecular weight, g mol⁻¹: 134.229
HOMO level, hartree: -0.31845
SMILES string: C/C(=N\N)C(=S)S
Total charge: 0

Geometry (Å):
C  0.216  -1.454  0.090
C  -0.280  -0.041  0.033
N  0.516  0.971  -0.013
N  1.844  0.748  0.043
C  -1.736  0.263  0.013
S  -2.888  -0.900  -0.030
S  -2.261  1.933  0.040
H  0.721  -1.714  -0.802
H  0.934  -1.562  0.906
H  -0.611  -2.146  0.259
H  2.185  -0.132  -0.345
H  2.373  1.553  -0.283
H  -1.014  2.481  0.090


The data favor arrangement b; the next most stable structure lies 0.1251 hartree above it.